No. 1
{"formula": "C7H12OSi", "method": "ωB97M-V with the def2-TZVPD basis set", "species": ["C", "C", "C", "C", "C", "C", "C", "O", "Si", "H", "H", "H", "H", "H", "H", "H", "H", "H", "H", "H", "H"], "positions_angstrom": [[0.837, -1.193, 1.160], [-0.113, -1.298, 0.202], [-0.490, -0.113, -0.625], [0.449, 1.166, -0.088], [-0.950, -2.518, 0.266], [-1.562, 0.045, -1.590], [0.187, 2.511, -0.705], [2.935, 0.792, 1.170], [1.353, 0.598, 1.461], [1.268, -2.005, 1.843], [-1.021, -2.940, -0.778], [-2.000, -2.169, 0.509], [-0.605, -3.240, 0.873], [-1.155, 0.628, -2.332], [-2.416, 0.672, -1.006], [-1.881, -0.986, -1.844], [0.528, 3.365, -0.199], [-0.790, 2.774, -0.984], [0.629, 2.697, -1.735], [3.708, 0.160, 1.429], [1.089, 1.054, 2.974]], "de_lowest_ev": 3.314, "homo_ev": [-7.34, -7.57], "total_energy_ha": -638.546786, "smiles": "CC1=C[Si@@H](O)C(C)=C1C"}

---

No. 2
{"formula": "C2H10N4", "method": "ωB97M-V with the def2-TZVPD basis set", "species": ["C", "C", "N", "N", "N", "N", "H", "H", "H", "H", "H", "H", "H", "H", "H", "H"], "positions_angstrom": [[0.596, -0.845, 1.565], [-0.653, 0.971, 0.849], [-0.823, -0.835, -1.732], [1.168, 0.398, -1.387], [-0.390, -0.422, 0.591], [0.338, -0.600, -0.906], [1.490, -0.097, 1.787], [-0.032, -0.832, 2.425], [0.812, -1.865, 1.197], [-1.223, 1.205, 1.679], [0.215, 1.519, 0.789], [-1.283, 1.277, 0.106], [-1.133, 0.029, -2.238], [-1.575, -0.972, -1.044], [0.652, 1.176, -1.759], [1.838, -0.106, -1.924]], "de_lowest_ev": 4.622, "homo_ev": -8.45, "total_energy_ha": -301.058300, "smiles": "CN(C)N(N)N"}

---

No. 3
{"formula": "CH2ClNO", "method": "ωB97M-V with the def2-TZVPD basis set", "species": ["C", "N", "O", "Cl", "H", "H"], "positions_angstrom": [[0.203, -0.445, -0.118], [-0.739, 0.861, -0.408], [-1.493, 1.049, 0.498], [1.780, 0.359, 0.218], [0.161, -1.067, -1.041], [0.087, -0.759, 0.851]], "de_lowest_ev": 3.315, "homo_ev": -9.55, "total_energy_ha": -629.378912, "smiles": "O=NCCl"}

---

No. 4
{"formula": "C7H18FN3O8S", "method": "ωB97M-V with the def2-TZVPD basis set", "species": ["C", "C", "O", "C", "C", "O", "C", "N", "S", "O", "O", "F", "H", "H", "H", "H", "H", "H", "H", "H", "H", "H", "H", "H", "C", "N", "O", "O", "H", "H", "H", "C", "N", "O", "O", "H", "H", "H"], "positions_angstrom": [[-5.464, -0.003, 0.850], [-4.748, -0.026, 2.191], [-4.058, -1.240, 2.410], [-2.686, -1.149, 2.762], [-1.805, -1.878, 1.736], [-0.906, -1.042, 1.022], [-1.538, -0.064, 0.239], [-1.047, -0.095, -1.143], [-1.979, -1.004, -2.141], [-2.187, -0.352, -3.361], [-3.134, -1.502, -1.496], [-1.043, -2.209, -2.427], [-4.818, 0.392, 0.076], [-5.782, -0.991, 0.553], [-6.320, 0.660, 0.901], [-4.125, 0.864, 2.270], [-5.518, 0.067, 2.957], [-2.339, -0.126, 2.888], [-2.560, -1.646, 3.719], [-2.424, -2.499, 1.094], [-1.176, -2.564, 2.293], [-1.246, 0.909, 0.627], [-2.616, -0.112, 0.289], [-0.096, -0.484, -1.130], [3.770, 0.464, 0.103], [2.311, 0.287, 0.337], [1.834, 0.726, 1.358], [1.685, -0.295, -0.536], [4.191, 0.992, 0.949], [4.204, -0.526, 0.001], [3.886, 1.031, -0.810], [7.343, 2.124, -2.992], [6.160, 1.654, -2.220], [6.234, 1.658, -1.005], [5.193, 1.296, -2.861], [8.118, 2.408, -2.291], [7.665, 1.303, -3.624], [7.023, 2.972, -3.590]], "homo_ev": -9.37, "total_energy_ha": -1541.514814, "smiles": "CCOCCOCNS(=O)(=O)F.C[N+](=O)[O-].C[N+](=O)[O-]"}

---

No. 5
{"formula": "C3H6N3O", "method": "ωB97M-V with the def2-TZVPD basis set", "species": ["C", "C", "C", "N", "N", "N", "O", "H", "H", "H", "H", "H", "H"], "positions_angstrom": [[0.619, -1.206, -0.115], [2.020, -1.157, -0.193], [-1.187, 0.533, -0.013], [1.247, 0.845, 0.201], [0.171, 0.049, 0.092], [2.410, 0.112, -0.044], [3.487, 0.608, 0.031], [-0.108, -1.985, 0.051], [2.681, -2.000, -0.318], [-1.797, 0.231, 0.763], [-1.047, 1.581, 0.050], [-1.378, 0.277, -0.994], [1.417, 1.915, 0.369]], "de_lowest_ev": 3.949, "homo_ev": [-14.35, -14.35], "charge": 1, "total_energy_ha": -357.011641, "smiles": "Cn1cc[n+](=O)[nH]1"}

---

No. 6
{"formula": "C4H7NO2", "method": "ωB97M-V with the def2-TZVPD basis set", "species": ["C", "C", "N", "O", "C", "C", "O", "H", "H", "H", "H", "H", "H", "H"], "positions_angstrom": [[-0.951, -0.335, -0.804], [-0.016, 0.974, 0.890], [-0.908, 1.716, 1.327], [0.469, -0.102, 1.519], [1.111, -0.925, 0.535], [0.683, -0.199, -0.727], [0.925, 1.137, -0.432], [-1.592, -0.705, 0.030], [-1.416, 0.593, -1.179], [-1.000, -1.082, -1.567], [-1.340, 2.412, 0.735], [2.187, -0.936, 0.741], [0.696, -1.933, 0.571], [1.151, -0.614, -1.639]], "de_lowest_ev": 3.127, "homo_ev": -10.15, "total_energy_ha": -361.765934, "smiles": "[H]/N=C1/OC[C@@H](C)O1"}